ORCA calculation (the ωB97M-V functional and the def2-TZVPD basis) on C18H35N2O4PW as an isolated structure.

Structure (ORCA input):
```
! RIJCOSX wB97M-V def2-TZVPD def2/J DEFGRID3
* xyz 4 3
W -0.08 -0.12 -0.27
C 0.76 -1.89 0.21
O 1.20 -2.90 0.60
C -0.87 0.25 1.49
O -1.29 0.49 2.55
C -0.07 1.82 -0.81
O -0.13 2.97 -1.05
C -2.33 -2.50 -0.53
P -1.96 -0.89 -1.31
H -2.47 -1.28 -3.55
H -1.43 -3.11 -0.67
C -3.42 0.21 -1.24
H -4.25 -0.50 -1.41
C -3.52 -3.12 -1.27
H -3.53 -2.89 -2.34
H -4.46 -2.77 -0.83
H -3.46 -4.21 -1.17
C -2.61 -2.41 0.98
H -3.45 -1.73 1.19
C -0.68 -0.08 -3.71
H -1.74 -2.07 1.57
H -2.88 -3.42 1.33
C -0.76 -2.58 -3.21
H 0.40 -0.29 -3.71
H -1.00 0.00 -4.76
H -0.82 0.91 -3.25
C -1.48 -1.22 -3.06
H -0.24 -2.59 -4.18
H -1.47 -3.41 -3.19
H -0.01 -2.76 -2.43
C -3.42 1.27 -2.35
H -2.62 2.01 -2.20
H -4.38 1.79 -2.31
H -3.30 0.83 -3.35
C -3.63 0.91 0.12
H -3.48 0.27 0.99
H -4.66 1.27 0.13
H -2.97 1.78 0.22
H 1.01 -0.25 -1.78
H 1.55 0.03 -1.18
C 3.70 -0.09 0.29
N 3.69 0.68 1.50
C 4.80 0.58 2.41
C 5.11 1.98 2.87
C 3.95 2.50 3.66
N 2.72 2.17 3.00
C 1.53 2.86 3.44
C 2.61 1.42 1.85
O 1.56 1.47 1.17
H 3.53 0.55 -0.58
H 2.96 -0.89 0.31
H 4.69 -0.54 0.20
H 4.56 -0.06 3.27
H 5.62 0.14 1.85
H 5.25 2.62 1.99
H 6.03 2.02 3.45
H 4.00 3.59 3.78
H 3.95 2.09 4.68
H 1.33 2.64 4.50
H 1.64 3.95 3.33
H 0.71 2.50 2.81
*
```

Values from the calculation:
HOMO-LUMO gap (spin up / spin down) ... 5.72 / 5.81 eV
Highest occupied orbital energy (spin up / spin down) ... -22.90 / -22.69 eV

ORCA calculation (the ωB97M-V functional and the def2-TZVPD basis) on a 9-piece molecular cluster, C18H36Br18 overall.

Structure (ORCA input):
```
! RIJCOSX wB97M-V def2-TZVPD def2/J DEFGRID3
* xyz 0 1
Br 1.44 -0.08 -2.77
C 0.88 -0.58 -0.96
C -0.41 0.10 -0.63
Br -1.02 -0.60 1.13
H 1.71 -0.22 -0.36
H 0.82 -1.66 -0.85
H -1.17 -0.16 -1.36
H -0.32 1.16 -0.49
Br 4.97 -1.43 4.73
C 4.17 -2.34 3.13
C 2.85 -1.66 2.80
Br 3.10 0.07 1.91
H 4.06 -3.38 3.42
H 4.94 -2.30 2.37
H 2.28 -1.56 3.72
H 2.29 -2.31 2.14
Br 5.25 -3.29 -1.26
C 4.88 -1.39 -1.68
C 6.01 -0.76 -2.45
Br 5.54 1.19 -2.39
H 4.79 -1.03 -0.66
H 3.88 -1.38 -2.10
H 6.02 -1.04 -3.50
H 7.00 -0.90 -2.04
Br 1.05 3.78 -5.60
C 1.68 3.60 -3.75
C 2.61 4.73 -3.39
Br 3.43 4.50 -1.64
H 2.21 2.65 -3.71
H 0.81 3.39 -3.13
H 2.13 5.70 -3.32
H 3.38 4.73 -4.16
Br -3.24 2.30 5.24
C -2.22 2.30 3.50
C -0.73 2.30 3.80
Br -0.07 0.70 4.68
H -2.61 3.18 3.00
H -2.52 1.46 2.89
H -0.41 3.17 4.36
H -0.28 2.30 2.80
Br -5.21 0.23 3.04
C -4.09 -1.35 3.12
C -4.77 -2.55 3.78
Br -3.51 -4.06 3.81
H -3.17 -1.18 3.68
H -3.85 -1.70 2.12
H -5.66 -2.80 3.20
H -5.06 -2.42 4.82
Br -6.05 -2.13 -1.41
C -6.07 -0.32 -0.68
C -4.76 0.37 -0.99
Br -4.91 2.24 -0.38
H -6.42 -0.28 0.34
H -6.83 0.18 -1.28
H -4.64 0.45 -2.07
H -3.91 -0.08 -0.49
Br -3.04 4.95 -4.93
C -2.88 4.29 -3.09
C -1.72 4.96 -2.40
Br -1.29 4.07 -0.67
H -2.80 3.20 -3.13
H -3.77 4.42 -2.48
H -2.04 5.96 -2.10
H -0.81 5.07 -2.98
Br 2.30 -6.67 -2.43
C 2.79 -6.28 -0.59
C 1.78 -5.34 0.01
Br 2.09 -5.27 1.97
H 3.80 -5.89 -0.56
H 2.81 -7.28 -0.17
H 0.77 -5.73 -0.08
H 1.75 -4.33 -0.37
*
```

Values from the calculation:
HOMO-LUMO gap ... 10.00 eV
Highest occupied orbital energy ... -9.93 eV

ORCA calculation (the ωB97M-V functional and the def2-TZVPD basis) on C18H36Cl18 as an isolated structure.

Structure (ORCA input):
```
! RIJCOSX wB97M-V def2-TZVPD def2/J DEFGRID3
* xyz 0 1
Cl -3.09 5.66 -2.68
C -1.48 4.96 -2.16
C -1.58 3.48 -1.64
Cl -2.03 2.41 -2.86
H -1.02 5.69 -1.49
H -0.69 4.99 -2.91
H -2.26 3.37 -0.80
H -0.64 3.08 -1.26
Cl 4.03 0.85 -1.72
C 3.23 0.17 -0.33
C 3.90 -1.15 -0.04
Cl 5.31 -0.86 0.94
H 2.18 -0.01 -0.57
H 3.27 0.87 0.51
H 4.18 -1.79 -0.88
H 3.19 -1.75 0.52
Cl -3.06 0.03 -1.24
C -3.31 0.35 0.50
C -4.04 1.67 0.62
Cl -2.92 2.96 0.17
H -2.34 0.40 1.00
H -3.94 -0.45 0.90
H -4.32 1.93 1.63
H -4.98 1.70 0.06
Cl -0.02 3.95 3.85
C 0.86 2.89 2.67
C 0.70 3.29 1.16
Cl -0.99 3.13 0.59
H 0.51 1.86 2.76
H 1.92 2.82 2.91
H 1.35 2.68 0.53
H 1.06 4.32 1.05
Cl 1.76 -6.24 1.54
C 1.34 -4.99 0.31
C 0.91 -3.72 1.12
Cl 0.75 -2.18 0.18
H 0.64 -5.49 -0.36
H 2.18 -4.75 -0.34
H 1.64 -3.53 1.91
H -0.05 -3.91 1.58
Cl 0.86 2.66 -4.53
C 0.43 1.34 -3.47
C 1.69 0.57 -3.11
Cl 1.20 -0.91 -2.18
H -0.28 0.67 -3.95
H 0.04 1.90 -2.61
H 2.38 1.18 -2.53
H 2.26 0.27 -3.99
Cl 1.44 1.64 -0.64
C -0.21 1.02 -0.86
C -0.42 -0.35 -0.14
Cl -0.77 -0.13 1.63
H -0.42 0.86 -1.92
H -0.95 1.74 -0.50
H 0.34 -1.12 -0.22
H -1.34 -0.85 -0.42
Cl -0.93 -5.04 0.03
C -2.34 -4.43 -0.90
C -3.01 -3.30 -0.17
Cl -2.05 -1.84 -0.21
H -3.02 -5.29 -0.90
H -2.02 -4.36 -1.93
H -3.12 -3.47 0.90
H -3.99 -3.06 -0.60
Cl 1.69 0.68 2.13
C 1.09 -0.87 2.59
C 1.74 -1.40 3.86
Cl 3.43 -1.74 3.61
H 1.24 -1.51 1.72
H 0.01 -0.74 2.71
H 1.28 -2.27 4.33
H 1.62 -0.54 4.52
*
```

Values from the calculation:
HOMO-LUMO gap ... 8.57 eV
Highest occupied orbital energy ... -8.66 eV

ORCA calculation (the ωB97M-V functional and the def2-TZVPD basis) on a 9-piece molecular cluster, C18H36Cl18 overall.

Structure (ORCA input):
```
! RIJCOSX wB97M-V def2-TZVPD def2/J DEFGRID3
* xyz 0 1
Cl -19.46 -4.30 8.69
C -19.31 -5.59 7.52
C -18.78 -6.85 8.10
Cl -20.19 -7.69 8.89
H -18.61 -5.28 6.79
H -20.25 -5.75 7.03
H -18.03 -6.63 8.88
H -18.35 -7.44 7.27
Cl -13.98 -4.98 1.63
C -14.16 -6.73 1.44
C -14.38 -7.47 2.77
Cl -16.02 -7.11 3.37
H -13.17 -7.04 1.05
H -14.99 -6.78 0.74
H -13.76 -7.16 3.60
H -14.30 -8.55 2.51
Cl -22.09 -9.87 -0.03
C -23.57 -10.38 0.82
C -24.72 -10.09 -0.10
Cl -26.13 -10.75 0.71
H -23.73 -9.87 1.79
H -23.54 -11.43 1.04
H -24.76 -10.58 -1.08
H -24.92 -9.00 -0.21
Cl -19.57 -2.34 3.32
C -18.56 -3.76 3.45
C -17.11 -3.49 3.74
Cl -16.80 -3.09 5.44
H -18.54 -4.27 2.47
H -18.91 -4.50 4.20
H -16.77 -2.60 3.21
H -16.60 -4.40 3.44
Cl -23.00 -6.77 5.20
C -24.75 -6.90 4.86
C -25.04 -7.80 3.74
Cl -24.50 -7.14 2.15
H -25.10 -5.88 4.73
H -25.21 -7.41 5.68
H -26.09 -8.13 3.72
H -24.34 -8.63 3.83
Cl -24.68 -3.01 2.46
C -23.14 -3.64 1.78
C -23.31 -3.88 0.29
Cl -23.65 -2.28 -0.52
H -22.89 -4.58 2.29
H -22.26 -3.01 1.94
H -24.10 -4.54 -0.07
H -22.34 -4.10 -0.17
Cl -19.69 -2.55 -1.11
C -17.91 -2.64 -0.96
C -17.34 -3.88 -0.32
Cl -17.67 -5.33 -1.19
H -17.63 -1.87 -0.25
H -17.54 -2.39 -1.95
H -17.70 -3.98 0.70
H -16.25 -3.70 -0.34
Cl -20.40 -6.04 0.87
C -20.75 -6.53 2.57
C -19.71 -7.57 2.94
Cl -19.85 -7.98 4.71
H -21.76 -6.94 2.45
H -20.82 -5.66 3.17
H -18.66 -7.30 2.67
H -19.89 -8.41 2.32
Cl -18.87 -9.40 -2.54
C -17.65 -9.60 -1.13
C -17.92 -10.94 -0.50
Cl -17.05 -11.12 1.06
H -17.79 -8.68 -0.55
H -16.73 -9.47 -1.64
H -17.69 -11.71 -1.21
H -18.97 -10.95 -0.31
*
```

Values from the calculation:
HOMO-LUMO gap ... 10.55 eV
Highest occupied orbital energy ... -10.34 eV

ORCA calculation (the ωB97M-V functional and the def2-TZVPD basis) on C18H36CrGeN4O3Se as an isolated structure.

Structure (ORCA input):
```
! RIJCOSX wB97M-V def2-TZVPD def2/J DEFGRID3
* xyz 3 4
Cr 0.01 -0.31 -0.50
C -4.78 -2.33 -1.60
N -3.36 -2.48 -1.39
C -2.88 -3.85 -1.50
C -2.53 -1.51 -1.10
O -1.31 -1.74 -0.85
C -3.00 -0.03 -1.06
O -1.82 0.71 -0.75
C -1.80 2.12 -0.79
C -0.38 2.51 -0.34
O 0.46 1.58 -0.15
N -0.07 3.77 -0.13
C -0.97 4.88 -0.35
C 1.25 4.12 0.38
H -5.06 -2.69 -2.59
H -5.32 -2.95 -0.87
H -5.12 -1.31 -1.49
H -3.08 -4.23 -2.50
H -1.81 -3.88 -1.31
H -3.39 -4.49 -0.79
H -3.40 0.27 -2.04
H -3.76 0.13 -0.29
H -2.01 2.50 -1.80
H -2.55 2.54 -0.09
H -1.56 5.09 0.55
H -0.37 5.76 -0.57
H -1.63 4.69 -1.18
H 1.80 3.22 0.63
H 1.80 4.68 -0.38
H 1.14 4.75 1.26
C 3.18 -1.37 4.29
Ge 1.43 -0.46 4.38
C 0.21 -1.25 5.73
C 1.54 1.52 4.48
C 0.46 -0.78 2.52
Se 1.66 -1.15 1.06
C 1.77 -3.08 1.24
H 3.79 -0.99 5.11
H 3.70 -1.17 3.36
H 3.08 -2.44 4.43
H 0.62 -1.02 6.71
H 0.17 -2.33 5.63
H -0.80 -0.85 5.67
H 2.14 1.79 5.34
H 0.55 1.96 4.61
H 2.01 1.95 3.59
H -0.07 0.15 2.28
H -0.25 -1.61 2.59
H 2.30 -3.31 2.17
H 2.33 -3.49 0.40
H 0.77 -3.50 1.26
N 2.83 0.31 -5.90
C 2.25 0.11 -4.73
C 2.94 -0.40 -3.60
C 2.28 -0.56 -2.41
N 0.98 -0.29 -2.23
C 0.30 0.17 -3.30
C 0.87 0.37 -4.53
H 3.80 0.07 -6.05
H 2.31 0.66 -6.69
H 3.98 -0.65 -3.69
H 2.82 -0.95 -1.56
H -0.75 0.36 -3.18
H 0.27 0.73 -5.35
*
```

Values from the calculation:
HOMO-LUMO gap (spin up / spin down) ... 6.83 / 8.35 eV
Highest occupied orbital energy (spin up / spin down) ... -17.07 / -17.15 eV

ORCA calculation (the ωB97M-V functional and the def2-TZVPD basis) on C18H36N4O7PPd as an isolated structure.

Structure (ORCA input):
```
! RIJCOSX wB97M-V def2-TZVPD def2/J DEFGRID3
* xyz 1 5
Pd -0.28 -0.48 0.20
O 2.87 1.34 0.54
C 1.98 1.10 -0.20
O 1.52 0.15 -0.89
C 0.72 2.48 -0.38
O 1.18 3.42 -0.93
O -0.29 2.01 0.15
C -3.22 -2.17 -0.70
C -3.08 -0.86 -1.47
C -4.48 -0.29 -1.82
C -2.37 0.22 -0.71
H -3.88 -2.86 -1.23
H -3.64 -1.99 0.29
H -2.26 -2.67 -0.58
H -2.56 -1.04 -2.41
H -5.04 -0.09 -0.91
H -5.03 -1.02 -2.41
H -4.41 0.63 -2.39
H -2.78 0.47 0.27
H -2.03 1.09 -1.26
C -0.09 -5.45 1.91
C -0.75 -4.26 1.26
O -0.07 -3.96 0.01
P 0.75 -2.61 -0.17
O 1.23 -2.71 -1.66
C 0.31 -2.54 -2.78
C -0.01 -3.87 -3.40
O 2.07 -2.71 0.66
C 3.14 -3.68 0.38
C 3.86 -3.97 1.66
H -0.65 -5.73 2.81
H 0.93 -5.23 2.20
H -0.09 -6.30 1.23
H -0.73 -3.39 1.91
H -1.79 -4.46 1.00
H 0.83 -1.87 -3.46
H -0.59 -2.03 -2.42
H 0.89 -4.35 -3.78
H -0.70 -3.73 -4.24
H -0.48 -4.54 -2.68
H 3.79 -3.21 -0.36
H 2.69 -4.58 -0.06
H 4.26 -3.05 2.09
H 4.69 -4.64 1.47
H 3.21 -4.44 2.39
C 0.17 1.21 2.87
N 0.15 1.26 4.31
C -1.17 0.83 4.78
N -1.47 -0.55 4.36
C -1.45 -0.60 2.92
N -0.11 -0.20 2.38
C 0.93 -1.10 2.99
N 0.91 -1.03 4.43
C 1.16 0.35 4.85
C -0.42 -1.43 4.89
H 1.15 1.51 2.49
H -0.59 1.87 2.46
H -1.93 1.50 4.39
H -1.19 0.87 5.87
H -2.20 0.08 2.51
H -1.66 -1.62 2.58
H 1.90 -0.80 2.60
H 0.72 -2.12 2.67
H 2.15 0.66 4.49
H 1.15 0.40 5.93
H -0.45 -1.39 5.98
H -0.62 -2.46 4.58
*
```

Values from the calculation:
HOMO-LUMO gap (spin up / spin down) ... 9.28 / 6.38 eV
Highest occupied orbital energy (spin up / spin down) ... -11.22 / -12.08 eV